Record 1
{
  "formula": "C20H40Cl16O6S3",
  "method": "ωB97M-V/def2-TZVPD",
  "symbols": ["O", "S", "O", "C", "C", "C", "C", "H", "H", "H", "H", "H", "H", "H", "H", "O", "S", "O", "C", "C", "C", "C", "H", "H", "H", "H", "H", "H", "H", "H", "O", "S", "O", "C", "C", "C", "C", "H", "H", "H", "H", "H", "H", "H", "H", "Cl", "C", "Cl", "H", "H", "Cl", "C", "Cl", "H", "H", "Cl", "C", "Cl", "H", "H", "Cl", "C", "Cl", "H", "H", "Cl", "C", "Cl", "H", "H", "Cl", "C", "Cl", "H", "H", "Cl", "C", "Cl", "H", "H", "Cl", "C", "Cl", "H", "H"],
  "xyz": [[1.40, 1.76, -1.81], [0.72, 2.79, -1.07], [0.59, 2.69, 0.37], [1.38, 4.40, -1.45], [0.33, 5.16, -2.19], [-1.03, 4.66, -1.51], [-1.02, 3.10, -1.53], [2.39, 4.33, -1.83], [1.46, 4.77, -0.41], [0.60, 6.26, -2.02], [0.26, 4.96, -3.27], [-1.76, 4.99, -2.24], [-1.22, 5.15, -0.54], [-1.00, 2.72, -2.61], [-1.64, 2.66, -0.73], [6.23, 2.63, -0.51], [5.14, 2.81, 0.40], [4.31, 3.98, 0.29], [4.16, 1.17, 0.47], [4.99, 0.39, 1.53], [5.34, 1.37, 2.61], [5.84, 2.72, 2.09], [4.33, 0.73, -0.55], [3.15, 1.31, 0.74], [4.57, -0.49, 1.96], [5.88, 0.06, 1.07], [5.95, 0.94, 3.37], [4.37, 1.69, 3.07], [6.93, 2.79, 1.95], [5.40, 3.62, 2.64], [-1.48, -0.05, -1.76], [-0.78, -1.18, -1.23], [0.19, -1.90, -2.03], [0.08, -0.77, 0.26], [-0.85, -1.28, 1.33], [-1.41, -2.65, 0.81], [-2.04, -2.32, -0.47], [0.29, 0.32, 0.22], [1.10, -1.20, 0.21], [-0.42, -1.31, 2.26], [-1.63, -0.50, 1.49], [-2.08, -3.13, 1.48], [-0.51, -3.28, 0.56], [-2.83, -1.68, -0.36], [-2.21, -3.11, -1.22], [3.56, -4.26, -2.31], [2.24, -3.92, -1.12], [2.58, -4.42, 0.52], [2.14, -2.85, -1.08], [1.34, -4.54, -1.42], [-1.79, -6.05, -1.33], [-2.34, -5.17, -2.73], [-4.14, -5.09, -2.74], [-1.98, -4.16, -2.70], [-2.15, -5.76, -3.66], [0.21, 1.41, -5.21], [0.96, -0.18, -5.28], [2.54, -0.07, -6.26], [1.20, -0.56, -4.25], [0.42, -0.94, -5.80], [1.98, 0.91, 3.45], [2.06, 2.68, 3.13], [3.04, 3.48, 4.29], [2.42, 2.75, 2.15], [1.06, 3.08, 3.20], [-1.66, -0.92, 5.77], [-3.29, -1.53, 5.65], [-3.99, -1.28, 4.04], [-3.35, -2.60, 5.72], [-3.95, -1.02, 6.31], [-7.04, -0.22, 0.25], [-7.00, 1.43, -0.34], [-8.54, 1.83, -1.13], [-6.92, 2.09, 0.50], [-6.21, 1.62, -1.02], [-1.12, -5.72, 1.91], [-0.64, -6.16, 3.54], [-1.99, -6.45, 4.66], [-0.12, -7.13, 3.49], [0.13, -5.46, 3.91], [-5.87, -0.48, -3.06], [-4.44, 0.54, -2.69], [-4.85, 2.29, -3.07], [-4.28, 0.39, -1.66], [-3.65, 0.36, -3.44]],
  "lumo_energy_ev": 0.1,
  "homo_lumo_gap_ev": 10.355
}

***

Record 2
{
  "formula": "C2H7N4S",
  "method": "ωB97M-V/def2-TZVPD",
  "symbols": ["C", "C", "N", "N", "N", "N", "S", "H", "H", "H", "H", "H", "H", "H"],
  "xyz": [[0.47, 0.88, -0.30], [1.11, -1.83, -1.09], [-2.27, 0.78, 2.00], [-1.15, 1.14, 1.48], [-0.58, 0.24, 0.79], [0.41, 2.15, -0.03], [1.36, -0.03, -1.39], [0.35, -2.46, -1.71], [0.82, -2.19, -0.05], [2.02, -2.47, -1.32], [-2.58, 1.34, 2.80], [-1.22, -0.48, 0.54], [-0.34, 2.40, 0.59], [0.89, 2.77, -0.69]],
  "total_charge": 1,
  "de_lowest_ev": 2.999,
  "lumo_energy_ev": -4.8,
  "homo_lumo_gap_ev": 9.159
}

***

Record 3
{
  "formula": "C10H21N2",
  "method": "ωB97M-V/def2-TZVPD",
  "symbols": ["C", "C", "C", "C", "C", "C", "C", "C", "C", "C", "N", "N", "H", "H", "H", "H", "H", "H", "H", "H", "H", "H", "H", "H", "H", "H", "H", "H", "H", "H", "H", "H", "H"],
  "xyz": [[2.78, -1.06, -0.02], [2.80, -1.93, 1.11], [-1.12, -2.41, -0.21], [2.31, 2.51, -1.08], [-2.66, 1.74, 1.69], [-2.30, -1.18, -1.90], [3.06, 0.34, 0.16], [1.96, 1.22, -0.55], [-1.76, 0.56, 1.01], [-2.55, -0.65, 0.43], [1.63, -1.70, 0.70], [-1.90, -1.51, -0.53], [3.06, -1.51, -0.93], [3.41, -2.71, 1.56], [-0.55, -3.13, -0.89], [-0.79, -2.64, 0.83], [3.08, 2.37, -1.88], [2.83, 3.00, -0.29], [1.41, 3.17, -1.41], [-1.97, 2.39, 2.31], [-3.04, 2.57, 1.04], [-3.46, 1.38, 2.41], [-1.93, -1.89, -2.69], [-3.34, -1.37, -2.03], [-2.03, -0.24, -2.22], [4.06, 0.61, -0.15], [2.91, 0.60, 1.16], [1.46, 0.64, -1.28], [1.16, 1.53, 0.29], [-1.22, 0.17, 1.85], [-1.05, 0.70, 0.22], [-2.90, -1.26, 1.32], [-3.36, -0.31, -0.06]],
  "total_charge": 1,
  "de_lowest_ev": 4.114,
  "lumo_energy_ev": -4.0,
  "homo_lumo_gap_ev": 8.826
}

***

Record 4
{
  "formula": "C4H6S2",
  "method": "ωB97M-V/def2-TZVPD",
  "symbols": ["C", "C", "C", "C", "H", "H", "H", "H", "H", "H", "S", "S"],
  "xyz": [[1.15, -0.05, 0.99], [-0.52, -0.16, 0.79], [-1.19, 0.98, 0.09], [-1.82, 1.93, -0.24], [2.98, -1.34, -0.63], [1.28, 0.74, 1.82], [1.34, -1.15, 1.41], [-0.93, -0.26, 1.74], [-2.22, -1.70, -0.14], [-2.66, 2.58, -0.53], [1.79, 0.52, -0.48], [-0.88, -1.46, -0.36]],
  "de_lowest_ev": 6.129,
  "lumo_energy_ev": -1.8,
  "homo_lumo_gap_ev": 7.028
}

***

Record 5
{
  "formula": "C25H26Cl4IrN6O2",
  "method": "ωB97M-V/def2-TZVPD",
  "symbols": ["Ir", "Cl", "C", "C", "C", "N", "C", "O", "C", "C", "C", "C", "C", "N", "C", "C", "C", "Cl", "N", "C", "O", "C", "C", "C", "C", "C", "N", "H", "H", "H", "H", "H", "H", "H", "H", "H", "H", "Cl", "C", "Cl", "H", "H", "C", "C", "N", "C", "C", "C", "C", "N", "H", "H", "H", "H", "H", "H", "H", "H", "H", "H", "H", "H", "H", "H"],
  "xyz": [[0.18, 0.55, -0.14], [5.79, 4.38, -0.98], [4.59, 3.19, -1.14], [3.40, 3.35, -0.47], [2.42, 2.36, -0.62], [1.19, 2.32, -0.06], [0.51, 3.39, 0.46], [0.96, 4.39, 0.96], [-0.95, 3.18, 0.16], [-1.89, 4.17, 0.36], [-3.19, 3.96, -0.09], [-3.49, 2.77, -0.75], [-2.50, 1.81, -0.89], [-1.26, 2.01, -0.43], [2.64, 1.23, -1.46], [3.88, 1.07, -2.11], [4.84, 2.03, -1.95], [6.34, 1.85, -2.74], [1.60, 0.38, -1.60], [1.89, -1.01, -1.78], [2.13, -1.60, -3.01], [2.50, -1.50, -0.48], [3.37, -2.55, -0.27], [3.71, -2.85, 1.04], [3.18, -2.11, 2.08], [2.32, -1.06, 1.78], [2.00, -0.74, 0.52], [3.23, 4.20, 0.17], [-1.59, 5.08, 0.85], [-3.95, 4.71, 0.06], [-4.47, 2.58, -1.15], [-2.69, 0.87, -1.38], [4.06, 0.22, -2.75], [3.75, -3.11, -1.11], [4.40, -3.67, 1.24], [3.43, -2.31, 3.11], [1.91, -0.43, 2.55], [-0.81, -2.25, -0.39], [1.07, -1.74, -3.91], [0.07, -0.28, -4.14], [1.52, -1.97, -4.87], [0.40, -2.54, -3.60], [-4.31, -3.08, 1.83], [-4.43, -1.70, 1.21], [-3.06, -1.13, 0.84], [-2.54, -1.87, -0.13], [-0.23, -3.47, 0.38], [-2.40, -0.29, 1.80], [-3.09, -0.07, 3.11], [-1.30, 0.32, 1.54], [-5.30, -3.42, 2.13], [-3.67, -3.08, 2.71], [-3.90, -3.78, 1.10], [-4.91, -0.99, 1.88], [-4.99, -1.72, 0.29], [-1.02, -1.10, -1.45], [-1.10, -3.20, -1.35], [-0.41, -1.05, 0.51], [0.99, -1.56, -1.48], [0.04, -3.97, 1.31], [-4.04, 0.44, 2.95], [-2.48, 0.54, 3.76], [-3.30, -1.02, 3.61], [-1.04, 0.87, 2.35]],
  "total_charge": 2,
  "s_squared": 0.846,
  "de_lowest_ev": 20.455,
  "lumo_energy_ev": [-7.2, -7.6],
  "homo_lumo_gap_ev": [5.844, 6.109],
  "spin_multiplicity": 2
}

***

Record 6
{
  "formula": "C5H14",
  "method": "ωB97M-V/def2-TZVPD",
  "symbols": ["C", "C", "C", "H", "H", "H", "H", "H", "H", "H", "H", "C", "C", "H", "H", "H", "H", "H", "H"],
  "xyz": [[-0.29, 0.68, 1.83], [1.23, 0.39, 1.87], [1.90, -0.57, 0.86], [-0.57, 1.04, 0.77], [-0.91, -0.20, 2.12], [-0.57, 1.40, 2.47], [1.29, -0.14, 2.95], [1.65, 1.49, 1.91], [2.90, -0.01, 0.73], [1.39, -0.90, -0.11], [2.13, -1.70, 1.10], [-1.92, -0.19, -2.37], [-0.53, -0.17, -1.77], [-2.61, -1.04, -1.94], [-2.32, 0.77, -2.39], [-1.92, -0.56, -3.50], [-0.46, 0.86, -1.32], [0.23, -0.31, -2.45], [-0.63, -0.85, -0.77]],
  "de_lowest_ev": 2.532,
  "lumo_energy_ev": 1.1,
  "homo_lumo_gap_ev": 11.577
}

***

Record 7
{
  "formula": "C5H12N2O",
  "method": "ωB97M-V/def2-TZVPD",
  "symbols": ["C", "C", "C", "O", "N", "C", "C", "N", "H", "H", "H", "H", "H", "H", "H", "H", "H", "H", "H", "H"],
  "xyz": [[-1.86, 2.19, -1.01], [-1.22, 1.22, -0.02], [-1.01, -0.14, -0.65], [-1.53, -0.47, -1.70], [-0.23, -1.04, 0.03], [0.56, -0.74, 1.20], [1.95, -0.12, 0.92], [3.02, -1.10, 1.03], [-2.15, 3.12, -0.51], [-1.17, 2.42, -1.82], [-2.71, 1.69, -1.46], [-0.27, 1.57, 0.38], [-1.90, 1.05, 0.82], [0.01, -1.83, -0.54], [0.00, -0.07, 1.85], [0.72, -1.65, 1.79], [2.15, 0.66, 1.64], [1.89, 0.36, -0.07], [3.04, -1.76, 0.26], [3.92, -0.67, 1.11]],
  "de_lowest_ev": 0.773,
  "lumo_energy_ev": 0.8,
  "homo_lumo_gap_ev": 10.230
}

***

Record 8
{
  "formula": "CH3PS",
  "method": "ωB97M-V/def2-TZVPD",
  "symbols": ["C", "P", "S", "H", "H", "H"],
  "xyz": [[0.89, 0.53, 0.79], [-0.43, -0.68, -1.47], [1.02, -0.36, 2.08], [1.08, 1.57, 0.65], [-1.33, 0.39, -1.44], [-1.23, -1.44, -0.62]],
  "s_squared": 2.009,
  "de_lowest_ev": 2.278,
  "lumo_energy_ev": [-0.6, -1.7],
  "homo_lumo_gap_ev": [6.635, 8.416],
  "spin_multiplicity": 3
}

***

Record 9
{
  "formula": "C2H5IS",
  "method": "ωB97M-V/def2-TZVPD",
  "symbols": ["C", "C", "S", "H", "H", "H", "H", "I", "H"],
  "xyz": [[0.69, 0.77, -1.67], [-0.36, 0.55, -0.89], [-0.83, -0.91, -0.11], [1.39, -0.05, -2.03], [0.92, 1.78, -2.15], [-1.17, 1.25, -0.62], [0.13, -1.76, -0.14], [-0.70, -0.11, 3.73], [-0.08, -1.52, 3.88]],
  "de_lowest_ev": 1.163,
  "lumo_energy_ev": 0.7,
  "homo_lumo_gap_ev": 9.248
}

***

Record 10
{
  "formula": "C36H27N2O3P2RhS2",
  "method": "ωB97M-V/def2-TZVPD",
  "symbols": ["Rh", "S", "C", "C", "N", "C", "S", "C", "N", "O", "C", "O", "C", "P", "C", "C", "C", "C", "C", "C", "C", "C", "C", "C", "C", "C", "H", "H", "H", "H", "H", "H", "H", "H", "H", "H", "H", "H", "O", "P", "C", "C", "C", "C", "C", "C", "C", "C", "C", "C", "C", "C", "C", "C", "C", "C", "C", "C", "H", "H", "H", "H", "H", "H", "H", "H", "H", "H", "H", "H", "H", "H", "H"],
  "xyz": [[-0.39, -0.05, -0.27], [0.86, -0.88, 1.42], [2.25, -1.65, 0.66], [3.34, -2.03, 1.52], [4.20, -2.34, 2.21], [2.24, -1.89, -0.66], [0.83, -1.43, -1.60], [3.30, -2.57, -1.35], [4.12, -3.10, -1.94], [-4.11, 1.52, -0.95], [-3.18, 0.79, -0.75], [-2.01, 1.19, -0.30], [-3.29, -0.72, -1.04], [-2.02, -1.56, -0.06], [-2.69, -1.66, 1.62], [-3.56, -2.69, 1.96], [-4.13, -2.73, 3.22], [-3.84, -1.74, 4.15], [-2.97, -0.72, 3.81], [-2.39, -0.67, 2.55], [-1.79, -3.24, -0.62], [-2.12, -3.63, -1.92], [-1.83, -4.91, -2.36], [-1.20, -5.80, -1.52], [-0.84, -5.42, -0.23], [-1.14, -4.14, 0.22], [-3.07, -0.83, -2.11], [-4.30, -1.09, -0.85], [-3.79, -3.47, 1.24], [-4.81, -3.54, 3.48], [-4.28, -1.78, 5.13], [-2.74, 0.06, 4.53], [-1.72, 0.14, 2.30], [-2.61, -2.93, -2.59], [-2.10, -5.20, -3.37], [-0.97, -6.80, -1.86], [-0.33, -6.11, 0.43], [-0.85, -3.84, 1.22], [0.86, 1.62, -0.32], [1.15, 2.40, -1.58], [2.49, 1.68, -2.53], [2.49, 1.58, -3.91], [3.55, 0.95, -4.56], [4.60, 0.43, -3.82], [4.61, 0.55, -2.43], [3.55, 1.17, -1.79], [-0.29, 2.54, -2.64], [-1.01, 3.72, -2.72], [-2.19, 3.77, -3.45], [-2.65, 2.63, -4.10], [-1.92, 1.45, -4.03], [-0.75, 1.40, -3.30], [1.66, 4.05, -1.11], [1.27, 4.55, 0.13], [1.64, 5.83, 0.50], [2.39, 6.62, -0.37], [2.78, 6.12, -1.61], [2.41, 4.84, -1.98], [1.67, 1.98, -4.49], [3.54, 0.86, -5.63], [5.41, -0.07, -4.32], [5.42, 0.13, -1.86], [3.54, 1.24, -0.71], [-0.67, 4.61, -2.20], [-2.76, 4.68, -3.50], [-3.57, 2.67, -4.67], [-2.27, 0.57, -4.56], [-0.17, 0.48, -3.27], [0.70, 3.92, 0.79], [1.34, 6.22, 1.46], [2.68, 7.62, -0.07], [3.37, 6.74, -2.27], [2.72, 4.45, -2.94]],
  "de_lowest_ev": 0.000,
  "lumo_energy_ev": -1.1,
  "homo_lumo_gap_ev": 6.503
}

***

Record 11
{
  "formula": "C5H15NOSi2",
  "method": "ωB97M-V/def2-TZVPD",
  "symbols": ["C", "C", "C", "C", "C", "N", "O", "Si", "Si", "H", "H", "H", "H", "H", "H", "H", "H", "H", "H", "H", "H", "H", "H", "H"],
  "xyz": [[-3.28, -0.08, 0.38], [-2.45, -0.98, -0.19], [1.94, -0.28, 1.77], [0.45, 1.63, 1.74], [-0.02, 1.65, -1.48], [0.94, 0.54, 0.99], [0.80, -1.35, -0.89], [0.91, -2.31, -2.12], [0.11, -0.01, -0.34], [-4.28, -0.13, 0.65], [-2.73, 0.86, 0.71], [-2.82, -1.93, -0.56], [2.64, 0.45, 2.20], [1.59, -0.83, 2.72], [2.36, -1.03, 1.14], [1.32, 2.25, 2.07], [-0.22, 2.35, 1.18], [-0.20, 1.27, 2.67], [0.30, 2.54, -0.88], [0.62, 1.53, -2.44], [-1.06, 1.74, -1.85], [-0.09, -1.86, -3.13], [0.90, -3.80, -1.59], [2.27, -2.21, -2.75]],
  "de_lowest_ev": 1.908,
  "lumo_energy_ev": 0.7,
  "homo_lumo_gap_ev": 8.665
}

***

Record 12
{
  "formula": "C25H34BN9O3PW",
  "method": "ωB97M-V/def2-TZVPD",
  "symbols": ["W", "C", "C", "C", "C", "N", "N", "B", "N", "C", "C", "C", "C", "N", "N", "C", "C", "C", "C", "N", "N", "C", "C", "C", "C", "N", "H", "H", "H", "H", "H", "H", "H", "H", "H", "H", "H", "H", "H", "H", "H", "H", "H", "H", "H", "H", "C", "O", "P", "O", "C", "O", "C", "H", "H", "H", "H", "H", "H", "H", "H", "H", "N", "C", "C", "C", "C", "C", "C", "H", "H", "H", "H", "H"],
  "xyz": [[0.39, 0.40, -0.98], [2.20, 3.32, 0.38], [1.85, 2.25, 1.32], [2.16, 2.18, 2.66], [1.65, 1.00, 3.09], [1.01, 0.37, 2.07], [1.09, 1.18, 0.97], [0.56, -1.10, 2.07], [-0.86, -1.09, 1.48], [-2.03, -1.70, 1.83], [-2.90, -1.74, 0.78], [-2.23, -1.19, -0.29], [-2.68, -1.03, -1.76], [-0.99, -0.75, 0.14], [1.47, -1.81, 0.97], [2.12, -3.00, 1.09], [3.05, -3.08, 0.05], [2.89, -1.95, -0.70], [3.70, -1.47, -1.86], [1.90, -1.16, -0.11], [0.64, -1.72, 3.43], [1.78, -2.20, 4.09], [1.35, -2.74, 5.28], [-0.06, -2.64, 5.23], [-1.10, -3.17, 6.15], [-0.42, -2.02, 4.14], [3.27, 3.26, 0.05], [2.16, 4.29, 0.85], [1.58, 3.43, -0.49], [2.84, 2.82, 3.18], [1.67, 0.60, 4.09], [-2.17, -2.08, 2.82], [-3.87, -2.16, 0.81], [-3.57, -1.69, -1.96], [-1.91, -1.37, -2.45], [-2.97, -0.02, -1.99], [1.99, -3.65, 1.87], [3.67, -3.87, -0.18], [4.52, -0.75, -1.52], [3.09, -0.93, -2.57], [4.27, -2.21, -2.40], [2.79, -2.06, 3.73], [1.97, -3.18, 6.06], [-0.99, -2.59, 7.09], [-0.81, -4.14, 6.48], [-2.12, -3.20, 5.70], [-2.96, 1.50, 1.30], [-2.82, 1.58, -0.17], [-1.40, 2.14, -0.77], [-1.80, 2.83, -2.12], [-3.01, 3.47, -2.59], [-0.81, 3.20, 0.18], [-1.20, 4.56, 0.43], [-3.00, 2.49, 1.76], [-2.13, 0.96, 1.74], [-3.98, 1.01, 1.47], [-3.93, 3.09, -2.17], [-3.02, 3.25, -3.68], [-2.89, 4.56, -2.46], [-2.14, 4.59, 0.96], [-1.28, 5.06, -0.51], [-0.41, 4.89, 1.08], [0.61, 0.28, -2.83], [0.60, 0.06, -4.13], [1.24, -1.16, -4.58], [1.05, -1.60, -5.91], [0.15, -0.89, -6.71], [-0.37, 0.39, -6.39], [-0.06, 0.87, -5.10], [1.80, -1.73, -3.82], [1.50, -2.60, -6.18], [-0.14, -1.22, -7.69], [-1.00, 0.99, -7.04], [-0.53, 1.84, -4.75]],
  "total_charge": 2,
  "s_squared": 3.797,
  "de_lowest_ev": 0.309,
  "lumo_energy_ev": [-6.4, -8.6],
  "homo_lumo_gap_ev": [7.030, 4.801],
  "spin_multiplicity": 4
}

***

Calculated molar mass, 1039.98 119.17 169.29 118.23 776.55 74.17 116.16 78.08 188.03 764.61 161.35 734.23 g mol⁻¹ (same order as the records).